[1]
Here is a molecular structure, C25H25F5N2O6P2SV from the OMol25 dataset. Energies are from ωB97M-V/def2-TZVPD.

Energy above the lowest of the compared OMol25 structures with the same formula, charge and spin ... 0.000 eV
Net charge ... +1
E_LUMO (spin up / spin down) ... -3.57 / -3.58 eV
HOMO level (spin up / spin down) ... -10.61 / -10.61 eV

Geometry as XYZ:
```
67
C25H25F5N2O6P2SV | the OMol25 dataset | ωB97M-V/def2-TZVPD
V -0.714 -0.028 0.050
N -2.869 0.362 3.796
C -3.312 0.025 2.415
C -4.798 -0.178 2.316
P -2.566 1.327 1.355
O -3.773 2.359 1.230
O -2.270 0.727 -0.012
O -1.394 1.858 2.087
P -2.314 -1.468 1.891
O -2.462 -2.268 3.305
O -2.866 -2.212 0.757
O -0.884 -0.987 1.820
H -3.538 0.971 4.283
H -1.968 0.882 3.660
H -2.725 -0.515 4.322
H -5.348 0.733 2.551
H -5.124 -0.988 2.968
H -5.034 -0.461 1.292
H -3.564 3.185 0.792
H -2.555 -3.206 3.140
F 3.482 1.019 -5.860
C 2.742 1.188 -4.770
C 2.794 0.259 -3.734
F 3.606 -0.795 -3.822
C 1.993 0.426 -2.612
F 2.036 -0.510 -1.638
C 1.123 1.508 -2.477
S 0.083 1.788 -1.098
C 1.094 2.433 -3.529
F 0.249 3.459 -3.462
C 1.890 2.287 -4.658
F 1.825 3.182 -5.637
C -1.038 -0.492 -3.662
C -1.473 -1.484 -2.562
C -2.967 -1.197 -2.299
C -0.701 -1.217 -1.328
C -1.250 -2.939 -2.967
C -0.431 -3.299 -4.030
C -0.225 -4.634 -4.335
C -0.835 -5.625 -3.589
C -1.635 -5.273 -2.516
C -1.830 -3.942 -2.197
H -1.230 0.525 -3.323
H -1.623 -0.691 -4.557
H 0.018 -0.588 -3.896
H -3.108 -0.121 -2.198
H -3.299 -1.683 -1.388
H -3.555 -1.564 -3.136
H 0.039 -2.004 -1.100
H 0.053 -2.555 -4.640
H 0.417 -4.899 -5.159
H -0.684 -6.664 -3.839
H -2.104 -6.043 -1.924
H -2.437 -3.682 -1.344
N 1.077 -0.156 0.706
C 1.959 -0.117 1.446
C 3.010 -0.095 2.365
C 2.712 -0.308 3.719
C 3.727 -0.261 4.652
C 5.031 -0.005 4.251
C 5.331 0.163 2.906
C 4.330 0.125 1.956
H 1.692 -0.503 4.014
H 3.504 -0.428 5.696
H 5.816 0.070 4.989
H 6.352 0.323 2.597
H 4.555 0.265 0.910
```

[2]
Here is a molecular structure, C25H25N2O11P2SSbV from the OMol25 dataset. Energies are from ωB97M-V/def2-TZVPD.

Multiplicity ... 4
E_LUMO (spin up / spin down) ... 0.05 / 0.01 eV
HOMO level (spin up / spin down) ... -7.84 / -9.38 eV

Geometry as XYZ:
```
68
C25H25N2O11P2SSbV | the OMol25 dataset | ωB97M-V/def2-TZVPD
V -1.727 -0.439 -1.684
O 2.260 3.621 -3.135
C 2.832 2.434 -3.089
O 4.023 2.274 -3.224
C 1.947 1.267 -2.822
C 2.385 -0.045 -2.870
N 1.357 -0.824 -2.506
N 0.279 -0.097 -2.205
C 0.607 1.172 -2.396
C -0.533 2.163 -2.350
O -0.269 3.349 -2.591
O -1.663 1.656 -2.114
H 1.264 3.565 -2.985
H 3.348 -0.447 -3.134
H 1.289 -1.829 -2.453
C -4.354 -3.707 -2.951
C -3.889 -3.452 -1.517
O -4.399 -4.437 -0.618
P -4.496 -1.836 -0.959
O -6.051 -1.924 -1.210
O -4.379 -1.718 0.610
O -3.840 -0.721 -1.701
P -2.046 -3.545 -1.431
O -1.749 -3.005 0.084
O -1.687 -4.975 -1.510
O -1.500 -2.460 -2.330
H -5.437 -3.823 -2.969
H -3.891 -4.625 -3.315
H -4.065 -2.891 -3.614
H -3.879 -5.238 -0.785
H -6.523 -1.092 -1.070
H -3.514 -1.401 0.927
H -1.885 -3.718 0.721
S -1.641 0.218 0.764
Sb 0.448 0.821 1.369
C 0.835 2.789 0.779
C 2.121 3.312 0.654
C 2.293 4.635 0.282
C 1.185 5.440 0.055
C -0.093 4.925 0.189
C -0.273 3.596 0.544
C 1.848 -0.587 0.663
C 1.370 -1.889 0.520
C 2.216 -2.899 0.087
C 3.546 -2.616 -0.196
C 4.027 -1.322 -0.056
C 3.179 -0.307 0.369
C 0.653 0.744 3.449
C -0.241 1.447 4.249
C -0.113 1.394 5.628
C 0.901 0.641 6.204
C 1.789 -0.062 5.404
C 1.666 -0.013 4.022
H 2.999 2.709 0.843
H 3.290 5.033 0.154
H 1.323 6.470 -0.247
H -0.954 5.547 -0.016
H -1.272 3.178 0.590
H 0.324 -2.105 0.700
H 1.833 -3.904 -0.037
H 4.208 -3.405 -0.528
H 5.059 -1.095 -0.290
H 3.574 0.697 0.450
H -1.040 2.033 3.808
H -0.806 1.941 6.255
H 0.997 0.601 7.281
H 2.578 -0.651 5.853
H 2.360 -0.570 3.403
```

[3]
Here is a molecular structure, C25H25N4NiO2PS2 from the OMol25 dataset. Energies are from ωB97M-V/def2-TZVPD.

Energy above the lowest of the compared OMol25 structures with the same formula, charge and spin ... 3.606 eV
E_LUMO (spin up / spin down) ... -1.11 / -1.11 eV
HOMO level (spin up / spin down) ... -5.71 / -5.71 eV

Geometry as XYZ:
```
60
C25H25N4NiO2PS2 | the OMol25 dataset | ωB97M-V/def2-TZVPD
Ni -0.142 0.342 -0.379
O 0.865 1.855 -0.683
C 0.951 2.570 0.408
O 2.130 0.563 1.509
C -1.360 3.336 0.253
P -1.671 1.570 0.588
C -3.331 1.267 -0.077
C -3.479 0.717 -1.347
C -4.744 0.548 -1.891
C -5.865 0.926 -1.169
C -5.724 1.475 0.099
C -4.462 1.645 0.645
C -1.846 1.296 2.369
C -2.337 0.069 2.821
C -2.498 -0.156 4.177
C -2.166 0.840 5.089
C -1.675 2.055 4.641
C -1.512 2.293 3.281
H -1.600 3.451 -0.806
H -2.046 3.951 0.837
H -2.603 0.417 -1.910
H -4.851 0.119 -2.879
H -6.852 0.791 -1.592
H -6.598 1.770 0.664
H -4.354 2.067 1.637
H -2.602 -0.705 2.113
H -2.886 -1.105 4.524
H -2.292 0.663 6.150
H -1.409 2.829 5.349
H -1.086 3.234 2.937
C 1.842 6.313 -1.712
C 1.404 5.497 -0.526
C 1.986 5.734 0.742
C 1.218 5.310 1.832
N 0.210 4.480 1.748
C 0.102 3.855 0.449
S 1.682 2.001 1.769
N 0.418 4.665 -0.710
H 2.900 6.569 -1.639
H 1.276 7.246 -1.751
H 1.660 5.765 -2.635
H 2.794 6.440 0.865
H 1.405 5.734 2.818
C 3.518 -2.563 2.131
C 2.805 -2.099 0.913
C 3.408 -1.469 -0.142
C 2.601 -0.806 -1.065
N 1.271 -0.991 -1.071
C 0.697 -1.699 -0.092
S -1.013 -1.692 -0.063
N 1.460 -2.214 0.904
C 3.135 0.176 -2.034
H 4.580 -2.683 1.934
H 3.111 -3.501 2.508
H 3.390 -1.788 2.891
H 4.480 -1.344 -0.155
H 0.976 -2.585 1.711
H 4.219 0.145 -2.095
H 2.806 1.160 -1.679
H 2.687 0.024 -3.015
```